# 1
The following is a DFT calculation (the ωB97M-V functional and the def2-TZVPD basis) of a cluster of 7 separate species, C29H50O23 in total in a non-equilibrium geometry.

The SMILES is CC[C@H](C)C1=C(CCC(=O)O)C(=O)OC1=O.COC(=O)OC.COC(=O)OC.COC(=O)OC.COC(=O)OC.COC(=O)OC.COC(=O)OC. The calculation puts the frontier orbital gap at 9.898 eV. Its total charge is 0. For the highest occupied orbital energy, the calculation gives -10.25 eV. The calculated total energy comes out at -2865.58176 hartree. The spin multiplicity is 1.

Last column: Löwdin charge in e.
Cartesian coordinates (Å):
C  2.056  3.092  1.423  -0.07
C  1.755  3.288  -0.083  -0.18
C  2.135  4.719  -0.605  -0.27
C  0.885  5.355  -1.232  -0.03
C  3.324  4.572  -1.481  -0.05
C  3.509  4.106  -2.713  -0.06
C  2.434  3.744  -3.679  -0.09
C  1.730  2.403  -3.458  -0.05
C  0.660  2.277  -4.493  -0.51
O  -0.519  2.340  -4.243  0.10
O  1.103  2.124  -5.752  0.10
C  4.988  3.933  -2.880  -0.35
O  5.596  3.269  -3.681  0.16
O  5.603  4.376  -1.708  0.14
C  4.654  5.166  -1.094  -0.35
O  4.814  6.269  -0.627  0.17
H  1.138  2.960  1.980  0.07
H  2.544  3.961  1.859  0.07
H  2.714  2.254  1.611  0.07
H  0.693  3.117  -0.190  0.09
H  2.318  2.524  -0.600  0.10
H  2.419  5.262  0.287  0.13
H  1.174  6.217  -1.826  0.09
H  0.307  5.744  -0.399  0.08
H  0.255  4.649  -1.756  0.07
H  1.729  4.570  -3.685  0.12
H  2.862  3.769  -4.681  0.13
H  2.459  1.609  -3.579  0.14
H  1.246  2.386  -2.497  0.09
H  0.328  1.829  -6.246  0.13
C  -1.629  7.583  3.367  -0.04
O  -2.892  6.985  3.070  0.01
C  -2.810  5.857  2.367  -0.64
O  -1.796  5.334  1.988  0.11
O  -4.044  5.406  2.162  0.01
C  -4.109  4.187  1.416  -0.03
H  -1.835  8.484  3.937  0.09
H  -1.017  6.912  3.968  0.10
H  -1.106  7.852  2.451  0.10
H  -3.596  3.384  1.943  0.09
H  -3.683  4.322  0.423  0.09
H  -5.161  3.934  1.323  0.10
C  -2.618  3.292  5.483  -0.04
O  -2.299  2.044  6.096  0.01
C  -2.989  1.012  5.613  -0.63
O  -3.815  1.064  4.741  0.12
O  -2.603  -0.084  6.261  0.01
C  -3.265  -1.278  5.840  -0.03
H  -1.997  4.048  5.955  0.09
H  -2.394  3.265  4.418  0.09
H  -3.665  3.545  5.645  0.10
H  -3.064  -1.480  4.790  0.09
H  -4.337  -1.205  6.013  0.10
H  -2.867  -2.092  6.439  0.09
C  -3.237  -6.392  7.403  -0.04
O  -4.420  -6.961  6.841  0.01
C  -5.329  -6.066  6.458  -0.63
O  -5.225  -4.872  6.550  0.12
O  -6.372  -6.723  5.957  0.01
C  -7.433  -5.880  5.504  -0.04
H  -2.588  -7.220  7.670  0.09
H  -2.731  -5.761  6.675  0.09
H  -3.474  -5.821  8.299  0.10
H  -7.091  -5.229  4.702  0.10
H  -7.832  -5.290  6.326  0.10
H  -8.211  -6.536  5.124  0.09
C  2.257  -0.550  -6.911  -0.03
O  1.970  -1.901  -6.539  0.01
C  2.173  -2.151  -5.247  -0.62
O  2.550  -1.357  -4.426  0.12
O  1.878  -3.429  -5.020  0.00
C  2.047  -3.838  -3.661  -0.04
H  2.052  -0.462  -7.974  0.10
H  1.624  0.138  -6.356  0.06
H  3.305  -0.315  -6.733  0.11
H  1.390  -3.270  -3.005  0.10
H  3.084  -3.724  -3.352  0.10
H  1.778  -4.889  -3.609  0.09
C  -1.708  1.455  -1.791  -0.03
O  -1.953  0.093  -1.420  0.02
C  -1.664  -0.179  -0.152  -0.62
O  -1.231  0.600  0.657  0.12
O  -1.933  -1.465  0.073  0.01
C  -1.666  -1.891  1.409  -0.04
H  -1.979  1.561  -2.826  0.07
H  -2.325  2.126  -1.191  0.10
H  -0.659  1.697  -1.669  0.07
H  -2.279  -1.338  2.119  0.09
H  -0.611  -1.771  1.648  0.10
H  -1.925  -2.945  1.459  0.09
C  5.114  -6.199  -6.054  -0.03
O  4.836  -7.550  -5.682  0.01
C  5.035  -7.811  -4.393  -0.63
O  5.409  -7.027  -3.563  0.12
O  4.744  -9.094  -4.181  0.01
C  4.914  -9.516  -2.827  -0.04
H  4.913  -6.112  -7.118  0.09
H  4.465  -5.511  -5.515  0.09
H  6.159  -5.956  -5.872  0.10
H  4.256  -8.958  -2.164  0.10
H  5.950  -9.400  -2.515  0.10
H  4.647  -10.568  -2.792  0.09


# 2
The following is a DFT calculation (the ωB97M-V functional and the def2-TZVPD basis) of a structure of composition C3H4GaO4 in a non-equilibrium geometry.

The calculation puts the frontier orbital gap (spin up / spin down) at 7.297 / 7.914 eV. Its total charge is +2. As for the expectation value of S²: 0.751. For the highest occupied orbital energy (spin up / spin down), the calculation gives -20.00 / -20.63 eV. The calculated total energy comes out at -2341.59011 hartree. The spin multiplicity is 2.

Last column: natural (NBO) charge in e.
Cartesian coordinates (Å):
O  -0.768  -1.475  0.670  -0.64
C  0.703  0.542  -0.344  0.97
C  -1.919  -0.734  0.325  -0.24
O  1.563  0.301  -1.241  -0.64
O  -0.498  0.977  -0.708  -0.37
C  -1.587  0.700  0.100  0.63
H  -2.697  -0.789  1.104  0.29
H  -2.316  -1.184  -0.604  0.36
H  -2.354  1.473  0.062  0.28
Ga  2.717  0.452  0.145  1.63
O  1.114  0.630  0.881  -0.76
H  -0.121  -0.903  1.255  0.49


# 3
The following is a DFT calculation (the ωB97M-V functional and the def2-TZVPD basis) of a cluster of 2 separate species, C5H10O in total.

The SMILES is C/C=C/C.C=O. The calculation puts the frontier orbital gap at 9.898 eV. Its total charge is 0. For the highest occupied orbital energy, the calculation gives -9.12 eV. The calculated total energy comes out at -271.69109 hartree. The spin multiplicity is 1.

Last column: natural (NBO) charge in e.
Cartesian coordinates (Å):
C  -0.595  -1.972  -1.955  -0.64
C  -0.392  -1.182  -0.705  -0.18
C  -0.629  -1.637  0.516  -0.19
C  -0.619  -0.825  1.768  -0.63
H  -1.269  -1.458  -2.643  0.22
H  0.331  -2.110  -2.521  0.21
H  -0.953  -2.977  -1.734  0.21
H  -0.002  -0.171  -0.815  0.19
H  -0.890  -2.689  0.633  0.19
H  -0.358  0.216  1.579  0.20
H  0.063  -1.233  2.516  0.21
H  -1.599  -0.834  2.252  0.21
C  0.699  2.938  0.460  0.27
O  1.626  2.581  -0.212  -0.49
H  -0.151  3.482  0.015  0.11
H  0.664  2.729  1.545  0.11


# 4
The following is a DFT calculation (the ωB97M-V functional and the def2-TZVPD basis) of a cluster of 2 separate species, C4H12O3 in total in a non-equilibrium geometry.

The SMILES is OCCCCO.O. The calculation puts the frontier orbital gap at 10.996 eV. Its total charge is 0. For the highest occupied orbital energy, the calculation gives -10.49 eV. The calculated total energy comes out at -385.28838 hartree. The spin multiplicity is 1.

Last column: natural (NBO) charge in e.
Cartesian coordinates (Å):
O  -0.045  1.633  2.884  -0.72
C  -0.329  0.345  2.293  -0.06
C  0.842  -0.176  1.494  -0.43
C  0.432  -1.289  0.531  -0.44
C  0.017  -0.760  -0.856  -0.06
O  -1.304  -1.202  -1.271  -0.73
H  -0.505  2.296  2.356  0.47
H  -1.240  0.388  1.706  0.15
H  -0.489  -0.320  3.133  0.18
H  1.388  0.598  0.962  0.21
H  1.590  -0.565  2.185  0.21
H  1.262  -1.982  0.366  0.22
H  -0.411  -1.881  0.903  0.21
H  -0.030  0.337  -0.802  0.15
H  0.633  -1.069  -1.686  0.19
H  -1.965  -0.771  -0.711  0.46
O  0.518  1.109  -4.281  -0.94
H  0.050  1.340  -3.474  0.47
H  0.238  0.203  -4.455  0.47


# 5
The following is a DFT calculation (the ωB97M-V functional and the def2-TZVPD basis) of a cluster of 8 separate species, C29H61N3O14S4 in total in a non-equilibrium geometry.

The SMILES is O=S1(=O)CCCC1.O=S1(=O)CCCC1.O=S1(=O)CCCC1.O=S1(=O)CCCC1.CCOC(=O)OC.CNC(C)=O.CNC(C)=O.CNC(C)=O. The calculation puts the frontier orbital gap at 9.152 eV. Its total charge is 0. For the highest occupied orbital energy, the calculation gives -9.14 eV. The calculated total energy comes out at -3951.95179 hartree. The spin multiplicity is 1.

Last column: Löwdin charge in e.
Cartesian coordinates (Å):
O  -15.497  -6.861  1.665  -0.33
S  -16.645  -6.447  2.447  0.67
O  -17.486  -7.502  2.977  -0.35
C  -16.160  -5.182  3.678  -0.20
C  -16.783  -3.905  3.132  -0.22
C  -18.063  -4.186  2.320  -0.20
C  -17.712  -5.355  1.417  -0.20
H  -15.073  -5.199  3.613  0.10
H  -16.432  -5.599  4.646  0.10
H  -17.069  -3.287  3.991  0.12
H  -16.047  -3.317  2.589  0.12
H  -18.257  -3.287  1.742  0.12
H  -18.866  -4.484  2.991  0.11
H  -17.100  -5.112  0.549  0.11
H  -18.473  -6.055  1.069  0.08
O  -19.131  -11.152  -2.402  -0.34
S  -17.724  -11.099  -2.044  0.67
O  -16.740  -11.661  -2.917  -0.32
C  -17.256  -9.436  -1.601  -0.22
C  -17.621  -9.201  -0.138  -0.19
C  -17.764  -10.582  0.586  -0.20
C  -17.522  -11.750  -0.357  -0.21
H  -17.662  -8.689  -2.278  0.11
H  -16.167  -9.442  -1.689  0.11
H  -16.960  -8.537  0.404  0.08
H  -18.628  -8.787  -0.067  0.08
H  -18.656  -10.638  1.207  0.10
H  -16.960  -10.638  1.330  0.10
H  -18.095  -12.653  -0.173  0.11
H  -16.466  -12.027  -0.357  0.10
O  -14.221  -12.011  3.914  -0.33
S  -14.818  -11.650  5.180  0.67
O  -14.263  -12.243  6.375  -0.33
C  -14.951  -9.868  5.279  -0.23
C  -16.372  -9.579  5.723  -0.22
C  -17.283  -10.596  5.016  -0.22
C  -16.611  -11.955  5.215  -0.21
H  -14.750  -9.461  4.284  0.11
H  -14.128  -9.456  5.864  0.11
H  -16.492  -9.759  6.796  0.12
H  -16.648  -8.539  5.550  0.10
H  -17.512  -10.302  3.994  0.10
H  -18.215  -10.722  5.573  0.11
H  -16.882  -12.673  4.444  0.11
H  -16.721  -12.393  6.205  0.10
O  -20.398  -7.263  -0.471  -0.34
S  -21.538  -6.922  -1.282  0.67
O  -21.456  -5.682  -2.018  -0.33
C  -21.979  -8.180  -2.497  -0.22
C  -23.206  -8.889  -1.975  -0.21
C  -24.066  -7.786  -1.324  -0.21
C  -23.125  -7.007  -0.397  -0.22
H  -21.085  -8.741  -2.777  0.11
H  -22.211  -7.600  -3.391  0.11
H  -23.717  -9.330  -2.833  0.12
H  -23.013  -9.714  -1.289  0.12
H  -24.907  -8.234  -0.797  0.12
H  -24.484  -7.142  -2.101  0.12
H  -22.967  -7.710  0.429  0.09
H  -23.478  -6.051  -0.024  0.10
C  -27.261  -2.796  8.363  -0.06
C  -26.173  -3.820  8.166  -0.18
O  -25.517  -3.512  6.889  0.01
C  -24.193  -3.346  6.914  -0.62
O  -23.590  -2.846  7.837  0.12
O  -23.659  -3.740  5.774  -0.02
C  -22.275  -4.100  5.773  -0.03
H  -27.985  -2.852  7.554  0.08
H  -26.826  -1.798  8.296  0.08
H  -27.703  -2.927  9.350  0.08
H  -26.541  -4.836  7.999  0.12
H  -25.415  -3.935  8.938  0.12
H  -21.763  -3.350  6.388  0.09
H  -21.847  -4.120  4.782  0.08
H  -22.160  -5.018  6.351  0.11
C  -22.675  -6.334  3.181  -0.08
N  -21.476  -7.139  3.366  0.04
C  -21.548  -8.320  4.026  -0.52
C  -20.255  -9.101  4.042  0.00
O  -22.500  -8.604  4.745  0.03
H  -23.411  -6.754  2.497  0.08
H  -22.346  -5.393  2.739  0.07
H  -23.125  -6.056  4.127  0.05
H  -20.799  -7.046  2.623  0.12
H  -20.032  -9.346  2.997  0.08
H  -20.291  -10.046  4.569  0.08
H  -19.492  -8.427  4.425  0.07
C  -24.776  -1.458  3.623  -0.05
N  -25.602  -2.262  2.732  0.02
C  -25.160  -3.369  2.106  -0.54
C  -26.259  -4.216  1.466  0.01
O  -23.994  -3.732  2.121  0.02
H  -25.223  -1.376  4.611  0.08
H  -24.666  -0.469  3.171  0.08
H  -23.781  -1.877  3.718  0.07
H  -26.546  -1.941  2.615  0.13
H  -26.690  -4.914  2.181  0.08
H  -25.778  -4.817  0.695  0.07
H  -27.002  -3.546  1.035  0.08
C  -25.052  -10.598  7.390  -0.09
N  -24.842  -9.555  6.411  0.01
C  -25.692  -8.498  6.360  -0.55
C  -25.388  -7.429  5.348  0.00
O  -26.661  -8.455  7.107  0.03
H  -26.040  -11.046  7.364  0.08
H  -24.919  -10.178  8.398  0.08
H  -24.237  -11.317  7.313  0.08
H  -23.944  -9.567  5.948  0.09
H  -26.073  -6.588  5.424  0.08
H  -25.529  -7.820  4.337  0.09
H  -24.353  -7.118  5.456  0.05